[1]
Entry from OMol25: one molecule with the formula C5H12BNO2 (wB97M-V/def2-TZVPD).

Summary:
relative energy (zero: lowest compared OMol25 entry of this formula, charge and spin): 23.0 kcal per mole
HOMO-LUMO gap (spin up / spin down): 0.3278 / 0.3279 Ha

The geometry in ORCA input format:
```
! wB97M-V def2-TZVPD RIJCOSX def2/J DEFGRID3
* xyz 0 1
B 1.3596 -0.6983 0.1250
C -1.3551 1.7125 0.0336
C 0.1723 1.7279 0.1683
C -1.6828 0.2903 0.4930
C 2.9148 -0.4059 -0.1903
C -2.1985 -0.7460 -0.4318
N 0.4708 0.3131 0.2703
O 0.8932 -1.9982 0.2760
O -1.8814 -2.0439 -0.0176
H -1.8548 2.4618 0.6517
H -1.6724 1.8474 -1.0012
H 0.6941 2.1928 -0.6813
H 0.4889 2.2508 1.0820
H -1.7616 0.0990 1.5513
H 3.3983 -1.2854 -0.6083
H 3.4445 -0.1362 0.7199
H 3.0403 0.4118 -0.8931
H -1.8377 -0.5561 -1.4545
H -3.3000 -0.6928 -0.4505
H 1.5813 -2.6579 0.2332
H -0.9137 -2.0868 0.1244
*
```

---

[2]
Entry from OMol25: one molecule with the formula C9H22N3O3PS (wB97M-V/def2-TZVPD).

Summary:
HOMO-LUMO gap: 0.3212 Ha

The geometry in ORCA input format:
```
! wB97M-V def2-TZVPD RIJCOSX def2/J DEFGRID3
* xyz 0 1
C -0.9332 1.3602 3.6953
C -1.4430 2.2128 2.3525
P -1.5327 1.1510 0.7660
C -2.7446 1.9740 -0.5188
C 0.1628 1.1791 -0.1946
C 1.4669 1.2371 0.7975
C 2.7209 2.0341 0.0292
O 3.3430 1.2401 -1.0424
S 2.2217 0.9921 -2.3465
O 3.0385 0.6542 -3.6163
O 1.3753 -0.4176 -1.8930
C 0.1132 -0.1179 -1.2001
C -0.4717 -1.4578 -0.4487
C -0.0034 -2.8814 -1.1359
N -0.1927 -2.9506 -2.6348
N -0.9464 -3.9498 -0.5440
N 1.3921 -3.2732 -0.6725
H -1.1772 1.9370 4.7054
H 0.2242 1.1845 3.6287
H -1.5044 0.3208 3.7841
H -0.7803 3.1867 2.1843
H -2.5528 2.5666 2.6099
H -2.0843 2.8076 -1.0614
H -3.7039 2.4200 -0.0196
H -2.9499 1.1563 -1.3371
H 0.1425 2.2257 -0.7704
H 1.8573 0.1569 1.1182
H 1.2680 1.8808 1.7804
H 3.5655 2.2812 0.8250
H 2.3431 3.0523 -0.4510
H -0.6783 0.1501 -2.0513
H -0.1259 -1.4604 0.6886
H -1.6628 -1.4875 -0.4121
H -0.6247 -3.8718 -2.9305
H -0.8515 -2.2273 -2.9994
H -0.7802 -4.8762 -0.9945
H -0.7961 -4.0394 0.4885
H 1.3594 -3.9080 0.1688
H 1.9458 -2.4418 -0.3473
*
```

---

[3]
Entry from OMol25: C43H60CdFN5O3Si2 as an isolated structure (wB97M-V/def2-TZVPD).

Summary:
relative energy (zero: lowest compared OMol25 entry of this formula, charge and spin): 0.0 kcal per mole
HOMO-LUMO gap: 0.2452 Ha

The geometry in ORCA input format:
```
! wB97M-V def2-TZVPD RIJCOSX def2/J DEFGRID3
* xyz 0 1
Cd -0.7359 -1.5121 -0.1279
O 2.5939 -1.1028 -0.2221
C 2.8516 -1.9290 -1.3684
C 2.7962 -1.2305 -2.7055
C 1.4494 -0.5413 -3.0487
C 0.3583 -1.5178 -3.4779
C -0.1109 -1.5034 -4.8078
C -1.0460 -2.4566 -5.2395
C -1.4524 -3.4642 -4.3326
C -0.9786 -3.3538 -3.0196
N -0.1323 -2.4169 -2.6035
H 2.0019 -0.3276 -0.4527
H 2.1348 -2.7537 -1.3746
H 3.8552 -2.3543 -1.2368
H 3.0178 -1.9416 -3.5114
H 3.5950 -0.4690 -2.7155
H 1.6008 0.1336 -3.8918
H 1.0870 0.0439 -2.2016
H 0.3278 -0.7607 -5.4968
H -1.4360 -2.3661 -6.2636
H -2.1508 -4.2769 -4.5582
H -1.2977 -4.0940 -2.2754
C -3.9413 0.1792 -3.4151
Si -3.1935 0.3282 -1.6618
C -1.6992 1.5110 -1.8799
C -4.3960 1.1706 -0.4120
N -2.7701 -1.2315 -0.9884
C -3.6757 -2.2314 -1.0111
C -5.0191 -1.9712 -1.4590
C -5.9321 -2.9917 -1.6838
C -5.6944 -4.2962 -1.2925
C -4.4277 -4.5831 -0.7106
C -3.4653 -3.6062 -0.6125
F -2.2412 -3.9718 -0.0679
H -3.5228 0.9666 -4.0354
H -5.0282 0.2975 -3.4284
H -3.7113 -0.7714 -3.8920
H -2.1742 2.5158 -1.9927
H -1.1984 1.3597 -2.8364
H -0.9667 1.5248 -1.0646
H -4.6502 2.1500 -0.8418
H -3.9155 1.2762 0.5608
H -5.3306 0.6056 -0.3011
H -5.3463 -0.9432 -1.6536
H -6.8840 -2.7454 -2.1685
H -6.4473 -5.0734 -1.5181
H -4.2232 -5.6484 -0.3867
C 3.1823 -0.8137 4.4309
N 1.7401 -0.3710 4.2330
C 0.8201 -0.7170 5.3768
C 1.1155 -0.8277 2.8673
C 0.9878 -2.3211 2.6003
C 1.4576 -3.3193 3.4896
C 1.4417 -4.6522 3.1288
C 0.9193 -4.9847 1.8586
C 0.4320 -4.0027 1.0173
C 0.3883 -2.6522 1.3867
H 3.5178 -0.4084 5.3900
H 3.7551 -0.4957 3.5502
H 3.1877 -1.9041 4.4543
H 1.7303 0.6586 4.1855
H 0.8165 -1.7870 5.5489
H -0.1588 -0.3955 5.0917
H 1.1828 -0.1822 6.2689
H 1.7166 -0.4217 2.0632
H 0.1420 -0.3423 2.8394
H 1.7673 -3.0410 4.5079
H 1.8584 -5.3829 3.8130
H 0.8690 -6.0268 1.5701
H -0.0063 -4.3118 0.0637
N -3.4393 -0.4796 3.9551
C -2.8952 -1.1027 2.8450
N -3.1159 -2.4463 2.8193
O -2.2193 -0.4833 2.0002
H -4.1259 -0.9767 4.5421
H -3.5553 0.5329 3.9139
H -3.8261 -2.9122 3.3477
H -2.7343 -3.0101 2.0578
C 0.9212 5.0386 1.2402
C 0.4640 3.5622 1.2986
C -1.0286 3.4445 0.9509
C 0.5820 3.0435 2.7393
Si 1.5283 2.4354 0.1360
O 0.9716 0.9624 0.0455
C 3.3544 2.5942 0.6049
C 4.0062 3.8255 0.4360
C 5.3425 4.0088 0.8534
C 6.0605 2.9192 1.3375
C 5.4500 1.6848 1.4650
C 4.1227 1.5019 1.0419
C 1.5554 3.3549 -1.5513
C 0.6147 4.2784 -2.0386
C 0.4710 4.5600 -3.3891
C 1.3170 3.9557 -4.3166
C 2.4288 3.2332 -3.8506
C 2.5074 2.9368 -2.4924
H 0.1722 5.6138 1.7787
H 0.9769 5.4865 0.2422
H 1.8963 5.1773 1.7490
H -1.5913 4.1531 1.5854
H -1.4687 2.4423 1.1418
H -1.2402 3.6945 -0.0850
H -0.1097 3.6091 3.3654
H 1.5807 3.0995 3.1998
H 0.2492 1.9983 2.8366
H 3.4396 4.6583 0.0231
H 5.8169 4.9956 0.8277
H 7.1141 3.0554 1.6366
H 6.0013 0.8029 1.8331
H 3.7247 0.4943 0.9424
H -0.0488 4.7818 -1.3246
H -0.3221 5.2461 -3.7182
H 1.1991 4.1143 -5.4124
H 3.1744 2.8453 -4.5435
H 3.3397 2.3461 -2.1208
*
```

---

[4]
Entry from OMol25: one molecule with the formula C4H7N3 (wB97M-V/def2-TZVPD).

Summary:
relative energy (zero: lowest compared OMol25 entry of this formula, charge and spin): 16.4 kcal per mole
HOMO-LUMO gap: 0.3683 Ha

The geometry in ORCA input format:
```
! wB97M-V def2-TZVPD RIJCOSX def2/J DEFGRID3
* xyz 0 1
H -1.8071 2.4655 -1.4383
N -0.8823 2.1064 -1.2591
C -0.8036 0.9048 -0.8252
C -1.9150 -0.0387 -0.7056
N -2.8347 -0.7382 -0.6350
N 0.4345 0.5023 -0.4426
C 0.9367 -0.8317 -0.1399
C 0.7638 -1.2389 1.3249
H 1.0027 1.3191 -0.6669
H 0.4593 -1.5779 -0.7868
H 1.9956 -0.8424 -0.4147
H -0.2953 -1.3191 1.5962
H 1.2409 -0.5052 1.9826
H 1.2175 -2.2211 1.5057
*
```

---

[5]
Entry from OMol25: a 5-piece molecular cluster, C35H53N7O8P2S overall (wB97M-V/def2-TZVPD).

Summary:
relative energy (zero: lowest compared OMol25 entry of this formula, charge and spin): 280.1 kcal per mole
HOMO-LUMO gap: 0.2499 Ha

The geometry in ORCA input format:
```
! wB97M-V def2-TZVPD RIJCOSX def2/J DEFGRID3
* xyz 0 1
N 6.2269 4.5751 -1.1207
P 5.6746 4.0825 0.3224
C 4.4048 2.7061 -0.0790
C 2.8862 3.0518 -0.2419
C 1.8255 1.9561 -0.6162
P 0.0370 2.5946 -0.7442
O -0.3450 2.7776 -2.2323
C 2.2107 0.4460 -0.8493
C 1.1453 -0.6685 -1.2567
C -0.1487 -0.7506 -0.3026
C -1.4485 -0.4914 -1.2425
C -2.8195 -0.3250 -0.4151
C -3.4616 1.1507 -0.4633
C -4.9801 1.2140 -0.9908
C -5.9298 1.9563 0.1086
S -6.6817 0.7215 1.2829
C -5.4138 0.1494 2.5035
N -5.3219 -1.2536 2.7952
N -4.3584 -1.4368 3.7464
C -3.8468 -0.1357 4.0103
O -4.4666 0.9085 3.2463
C 3.7344 0.1134 -0.6507
C 4.7943 1.2215 -0.2923
C 6.3426 0.7817 -0.1484
O 7.2945 1.4751 -0.5836
C 6.5642 -0.6358 0.5879
C 7.7639 -0.8239 1.5395
C 7.9280 -2.2045 2.2223
C 6.8504 -3.2979 1.9440
C 5.6359 -3.0884 0.9759
C 5.4986 -1.7272 0.2616
C 4.3322 -1.3667 -0.7922
O 3.9877 -2.2048 -1.6568
H 7.2420 4.3962 -1.1674
H 6.7693 3.5855 1.1018
H 5.0704 5.1698 1.0340
H 2.5577 4.1391 -0.0947
H -0.8789 1.7984 0.0138
H 0.0004 3.9150 -0.1404
H 1.5968 -1.7311 -1.2928
H 0.7998 -0.4628 -2.3413
H -0.2500 -1.8462 0.0535
H -0.1127 -0.0674 0.6105
H -1.3392 0.4500 -1.8966
H -1.6041 -1.3615 -1.9890
H -2.6045 -0.5569 0.6983
H -3.6130 -1.0475 -0.8397
H -3.4668 1.5630 0.6140
H -2.8124 1.8954 -1.0652
H -5.0109 1.7671 -2.0043
H -5.4095 0.1655 -1.1212
H -5.3619 2.7763 0.6820
H -6.8016 2.4224 -0.4748
H -2.9974 -0.0270 4.7673
H 8.4733 0.0670 1.6713
H 8.8318 -2.3471 2.8991
H 7.0051 -4.2905 2.4997
H 4.8784 -3.9359 0.7959
C -4.4140 -4.6738 8.1917
N -4.1667 -3.5788 7.2767
C -5.0198 -3.4290 6.1121
C -3.1577 -2.6839 7.4744
O -2.8966 -1.7429 6.7454
H -4.3213 -5.6186 7.6501
H -5.4264 -4.5810 8.5931
H -3.7000 -4.6633 9.0169
H -4.4060 -3.4824 5.2112
H -5.5043 -2.4505 6.1483
H -5.7773 -4.2135 6.0880
H -2.5719 -2.8879 8.3855
C 7.2370 -4.0769 -3.1071
N 7.8820 -4.9096 -2.1119
C 8.9037 -5.8475 -2.5350
C 7.5583 -4.8386 -0.7904
O 8.0605 -5.5082 0.0957
H 6.7446 -4.7177 -3.8431
H 7.9939 -3.4647 -3.6043
H 6.4932 -3.4230 -2.6482
H 8.5972 -6.8597 -2.2594
H 9.8398 -5.6134 -2.0219
H 9.0524 -5.7903 -3.6139
H 6.7723 -4.0954 -0.5766
C -11.9778 2.8653 -1.1848
N -10.5528 2.6371 -1.0581
C -10.0787 1.6845 -0.0723
C -9.6434 3.2887 -1.8355
O -8.4352 3.1424 -1.7788
H -12.3666 3.2291 -0.2303
H -12.4679 1.9233 -1.4435
H -12.1885 3.6027 -1.9609
H -9.4142 2.1961 0.6286
H -9.5150 0.8967 -0.5788
H -10.9165 1.2455 0.4702
H -10.1072 3.9879 -2.5495
C 1.7944 3.3963 -3.9038
N 2.1528 3.6668 -5.2823
C 3.4063 4.3389 -5.5642
C 1.3485 3.3092 -6.3225
O 1.5901 3.5065 -7.5001
H 1.7370 4.3430 -3.3598
H 2.5642 2.7615 -3.4553
H 0.8340 2.8905 -3.8407
H 3.2017 5.2680 -6.1025
H 4.0233 3.6963 -6.1974
H 3.9381 4.5609 -4.6381
H 0.4228 2.8058 -5.9993
*
```

---

[6]
Entry from OMol25: C31H25CrN6O5P as an isolated structure (wB97M-V/def2-TZVPD).

Summary:
relative energy (zero: lowest compared OMol25 entry of this formula, charge and spin): 10.7 kcal per mole
expectation value of S²: 6.1706
HOMO-LUMO gap (spin up / spin down): 0.1545 / 0.2372 Ha

The geometry in ORCA input format:
```
! wB97M-V def2-TZVPD RIJCOSX def2/J DEFGRID3
* xyz 0 5
Cr -0.0712 1.3290 -0.2309
N 1.5542 2.7112 3.2859
C 0.2581 2.9593 3.7006
C -0.5550 2.4384 2.7386
N 0.2272 1.8787 1.7599
C 1.4764 2.0650 2.1076
C 2.5362 1.5877 1.2141
N 2.2152 1.0781 0.0478
C 3.4000 0.6987 -0.5380
C 4.4385 0.9906 0.2963
N 3.8691 1.5580 1.4174
H 2.3857 3.0340 3.7483
H 0.0439 3.4709 4.6190
H -1.6274 2.4284 2.6672
H 3.4300 0.2490 -1.5137
H 5.4988 0.8535 0.2017
H 4.3676 1.8844 2.2267
C -1.1916 -0.7127 -3.3410
C -0.6528 0.6719 -3.3565
N -0.2319 1.3722 -2.3160
C 0.0729 2.6341 -2.7678
C -0.1399 2.6950 -4.1057
N -0.5962 1.4478 -4.4584
C 0.0089 3.7430 -5.1448
O 0.4321 4.9183 -4.7342
O -0.2495 3.4718 -6.2950
C 0.4809 3.6740 -1.7858
O 0.7914 4.7942 -2.2016
O 0.4667 3.2766 -0.5768
H -1.5555 -0.9551 -2.3417
H -0.4373 -1.4436 -3.6349
H -2.0306 -0.7975 -4.0308
H -0.8724 1.2125 -5.4010
H 0.5918 4.9189 -3.7424
O -2.5351 2.3889 -0.2027
C -2.1097 1.2275 -0.0917
C -2.8417 0.0284 0.0336
C -4.2783 -0.0152 -0.0598
C -4.9397 -1.2015 -0.0793
C -4.2446 -2.4501 -0.0031
C -2.8725 -2.4421 0.1172
C -2.1593 -1.2416 0.1523
P -0.4286 -1.0473 0.3950
C 0.4704 -2.4969 -0.2376
C 1.2314 -2.3591 -1.3944
C 1.9185 -3.4401 -1.9305
C 1.8466 -4.6756 -1.3041
C 1.1005 -4.8212 -0.1407
C 0.4212 -3.7376 0.3942
C -0.1096 -1.1604 2.2003
C 1.1968 -1.2363 2.6830
C 1.4414 -1.2480 4.0466
C 0.3798 -1.1787 4.9446
C -0.9196 -1.1050 4.4693
C -1.1652 -1.0971 3.0998
H -4.8077 0.9248 -0.1375
H -6.0201 -1.2068 -0.1615
H -4.7844 -3.3852 -0.0360
H -2.3437 -3.3884 0.1845
H 1.2946 -1.3884 -1.8775
H 2.5079 -3.3162 -2.8291
H 2.3772 -5.5241 -1.7154
H 1.0512 -5.7809 0.3560
H -0.1362 -3.8548 1.3167
H 2.0266 -1.3033 1.9861
H 2.4575 -1.3217 4.4138
H 0.5679 -1.1942 6.0099
H -1.7493 -1.0539 5.1618
H -2.1784 -1.0347 2.7219
*
```

---

[7]
Entry from OMol25: one molecule with the formula C6H8N2O (wB97M-V/def2-TZVPD).

Summary:
relative energy (zero: lowest compared OMol25 entry of this formula, charge and spin): 106.7 kcal per mole
HOMO-LUMO gap: 0.3620 Ha

The geometry in ORCA input format:
```
! wB97M-V def2-TZVPD RIJCOSX def2/J DEFGRID3
* xyz 0 1
O 2.4275 -1.3500 -1.6591
C 1.7690 -0.2604 -1.3486
C 0.7296 -0.1907 -0.1360
C -0.0704 -1.5165 -0.0058
C -1.1485 -1.1795 0.9765
N -1.6400 -0.0031 1.1120
N -1.5285 0.9338 0.0719
C -0.5813 2.0383 0.5490
C -0.1840 1.0048 -0.4290
H 1.7945 0.8616 -1.9166
H 1.3464 -0.2665 0.7967
H -0.4669 -1.9169 -0.8966
H 0.5027 -2.3748 0.4708
H -1.4735 -1.7420 1.8813
H -0.3447 1.6771 1.5376
H -0.8135 3.1798 0.4914
H -0.3185 1.1049 -1.4954
*
```

---

[8]
Entry from OMol25: a 8-piece molecular cluster, C21H37Br9O12S2 overall (wB97M-V/def2-TZVPD).

Summary:
expectation value of S²: 0.7565
HOMO-LUMO gap (spin up / spin down): 0.2640 / 0.0884 Ha

The geometry in ORCA input format:
```
! wB97M-V def2-TZVPD RIJCOSX def2/J DEFGRID3
* xyz 1 2
O -7.2322 -3.5406 5.5136
C -6.0441 -3.1607 5.4682
O -5.5905 -2.0144 5.9471
C -4.2948 -1.6665 5.3363
C -4.0278 -2.6701 4.2264
C -4.9641 -3.8258 4.5817
H -3.5485 -1.8120 6.1173
H -4.3517 -0.6382 4.9794
H -2.9570 -2.8727 4.2028
H -4.3138 -2.2280 3.2720
H -4.5123 -4.6588 5.1203
H -5.3185 -4.3228 3.6787
O 4.5613 1.1454 -1.6546
C 4.0160 1.9552 -2.3598
O 4.7609 2.8305 -2.9957
C 4.0660 3.7071 -3.8623
C 2.6370 3.4585 -3.4037
C 2.6266 2.0491 -2.7047
H 4.2192 3.2752 -4.8513
H 4.3200 4.7613 -3.9733
H 1.8848 3.7106 -4.1512
H 2.4168 4.1866 -2.6230
H 2.4930 1.2268 -3.4076
H 1.9596 2.0615 -1.8428
O -1.9449 -0.8760 2.5091
C -1.1628 -0.2741 1.7386
O 0.1659 -0.3893 1.8994
C 0.9190 0.3507 0.9869
C -0.0651 0.7870 -0.0190
C -1.4932 0.4939 0.4608
H 1.6199 -0.2433 0.4003
H 1.4085 1.1280 1.5736
H 0.1859 0.2043 -0.9054
H 0.0632 1.8151 -0.3574
H -2.0472 -0.1847 -0.1878
H -2.0894 1.3760 0.6942
O 8.7410 -0.7375 3.3047
S 7.5652 -1.5073 3.7596
O 7.6039 -2.0315 5.1010
O 6.2378 -0.5866 3.5742
C 6.1824 0.0558 2.3648
C 4.7598 -0.0110 1.8779
C 7.1785 -2.9507 2.5870
H 6.9214 -0.2806 1.6376
H 6.4623 1.0972 2.5239
H 4.0385 0.3968 2.5861
H 4.4444 -1.0382 1.6947
H 4.7273 0.5469 0.9420
H 6.4394 -3.6359 3.0022
H 8.1484 -3.4337 2.4684
H 6.9672 -2.4969 1.6188
O -0.6591 2.2172 -3.4261
S -1.6336 1.1620 -3.4948
O -1.4866 -0.2100 -2.9673
O -3.1092 1.7211 -3.0249
C -4.2392 0.8414 -2.9836
C -5.5011 1.5581 -2.6934
C -1.9176 0.9821 -5.2646
H -4.0898 0.0994 -2.1993
H -4.4620 0.2392 -3.8644
H -5.8476 2.0279 -3.6139
H -5.3763 2.4108 -2.0261
H -6.3389 0.9337 -2.3832
H -2.6229 0.1774 -5.4722
H -0.9508 0.8026 -5.7350
H -2.2346 1.9511 -5.6504
C -5.1720 -2.5527 -0.0656
Br -5.9285 -4.3887 0.1994
Br -6.5079 -1.3180 -1.0340
Br -3.3420 -2.6444 -0.8015
H -5.0649 -2.0999 0.9201
C 0.1284 4.8205 -0.5420
Br 0.9599 4.3549 1.2454
Br 1.0056 6.4192 -1.2752
Br -1.8730 4.9987 -0.5017
H 0.3441 3.9786 -1.2000
C 0.1489 -3.3141 -2.0621
Br 1.6938 -2.7588 -0.9515
Br -0.5327 -5.1123 -1.6254
Br 0.5447 -3.1494 -4.0764
H -0.7186 -2.6796 -1.8804
*
```

---

Calculated energy, -11640.5887 -40420.6427 -82197.1637 -8730.9691 -93364.3058 -89444.0684 -11374.7177 -698986.2737 eV (same order as the records).